Formula: C5H3NO
Source: the OMol25 dataset
Level of theory: ωB97M-V/def2-TZVPD

Results
LUMO level = 0.003 hartree
structure (SMILES) = N#CC=C=O.C#C
gap between HOMO and LUMO = 10.068 eV
E_HOMO = -10.0 eV

Geometry as XYZ:
```
10
Properties=species:S:1:pos:R:3:forces:R:3
O 1.0940 0.9934 1.6173 -0.082 -1.026 -0.479
N -0.8521 -2.3024 -0.8382 0.822 0.528 0.643
C -1.2921 1.0727 -1.0019 0.206 0.465 0.198
C 1.0174 -0.0412 1.1062 0.100 0.701 0.407
C 1.0334 -1.2605 0.5786 0.041 0.083 0.062
C -0.8089 2.0674 -0.5268 -0.252 -0.439 -0.254
C -0.0188 -1.8095 -0.1994 -0.742 -0.374 -0.530
H -1.7122 0.1808 -1.4177 0.062 0.161 0.059
H 1.9197 -1.8505 0.7844 -0.068 0.062 -0.022
H -0.3803 2.9497 -0.1026 -0.087 -0.161 -0.084
```
Positions in Å, forces in eV/Å.

---

Formula: C18H22Cl2F3N2O9S2
Source: the OMol25 dataset
Level of theory: ωB97M-V/def2-TZVPD

Results
LUMO level = -0.242 hartree
total charge = +1
gap between HOMO and LUMO = 5.868 eV
E_HOMO = -12.5 eV

Geometry as XYZ:
```
58
Properties=species:S:1:pos:R:3:forces:R:3
Cl -0.8645 -0.7064 2.4685 0.105 2.252 -0.936
Cl -6.7444 -0.7402 4.4424 2.113 1.325 -1.462
S -1.3823 2.9595 -1.4005 2.825 9.039 -2.397
S -3.6004 1.3242 -3.1212 0.110 0.382 -0.463
F -0.7257 0.3584 -1.8398 1.680 4.029 -1.574
F -0.3924 1.7978 -3.7774 0.888 -0.304 5.789
F 1.1745 1.8141 -1.8667 -5.452 -0.144 -1.855
O 5.8179 -0.1428 -3.4798 0.123 -0.911 0.153
O 1.9971 -2.5424 2.9090 -0.639 -0.865 -2.318
O 2.6400 -3.3079 0.8488 -0.643 0.474 1.063
O 0.4503 -3.2597 1.3802 0.765 0.121 0.578
O 5.1372 -1.4526 -1.7767 0.478 -0.218 -0.928
O -1.7599 4.0028 -2.5255 0.145 -5.164 3.995
O 6.2826 -2.3847 -3.5268 -1.153 2.160 1.218
O -4.5082 -1.2255 2.9287 -5.329 7.356 3.238
O -0.4401 3.7260 -0.4454 -3.575 -4.079 -1.794
N -3.8946 1.3729 -1.3574 1.525 0.205 0.829
N -5.0042 0.6875 -1.0100 0.221 0.958 5.076
C -0.4073 1.0184 1.8417 2.133 0.705 0.587
C -2.2238 3.0928 2.1099 -0.770 0.623 0.755
C -0.2402 1.7109 -2.2941 1.706 -3.903 -1.535
C 1.7208 -2.9960 1.8142 0.688 0.809 2.036
C 5.7924 -1.4155 -2.9782 1.053 -2.045 -1.215
C 1.9453 -4.0807 -0.1174 0.411 -0.396 -1.421
C -5.2811 -0.2196 3.4210 4.151 -5.642 -2.621
C 5.0091 -0.1025 -1.3594 -0.767 0.512 1.004
C 0.5533 -3.5366 -0.0062 -0.678 -0.394 -0.330
C -3.1447 2.2671 1.0471 -2.121 -1.700 -2.436
C -0.9984 2.2103 2.7939 -1.206 -0.578 0.474
C -4.9194 1.3814 3.1001 -0.294 -1.009 -0.298
C -5.3856 0.6334 0.4198 3.841 2.659 -0.286
C 4.9407 0.6214 -2.6699 0.094 0.845 -0.123
C -2.8690 2.1558 -0.5984 -3.677 -2.265 4.110
C 3.7857 0.0853 -0.4851 -0.216 -0.284 0.161
C 2.5633 -3.9209 -1.4917 0.287 0.145 -0.053
C -4.4819 1.4427 1.5038 0.671 -0.110 -2.246
H 3.7944 1.0704 -0.0084 0.071 -0.115 -0.071
H -2.9397 3.3752 3.0235 1.354 -0.616 -2.211
H 5.9142 0.1590 -0.7973 -0.053 0.059 -0.139
H 3.6504 -4.0423 -1.4429 -0.207 -0.104 -0.013
H -3.9357 0.0573 -3.6280 0.059 0.723 1.515
H 2.8613 -0.0060 -1.0660 0.161 -0.002 -0.045
H 3.7453 -0.6838 0.2931 0.140 0.172 -0.030
H -0.2084 2.9790 3.1872 -1.348 -1.615 -1.071
H 5.2818 1.6576 -2.5981 0.070 -0.199 -0.152
H -5.8713 2.0582 3.3293 2.191 -1.436 -0.592
H 2.1563 -4.6581 -2.1906 0.049 0.060 0.153
H -4.0107 1.6459 3.8095 -1.965 -0.523 -1.591
H -6.3337 0.0198 0.7652 2.207 1.348 -1.145
H -1.4838 1.7079 3.7621 1.261 0.940 -2.186
H 2.3763 -2.9217 -1.9004 -0.014 -0.093 0.122
H 0.4043 -2.5995 -0.5542 0.181 -0.070 -0.106
H -0.2078 -4.2578 -0.3159 0.044 0.128 0.217
H 1.9977 -5.1306 0.1965 -0.138 0.102 0.011
H -1.8371 4.1501 1.7120 -0.909 -2.709 0.327
H 3.9463 0.6016 -3.1297 -0.039 -0.032 0.213
H -0.6229 1.1294 0.6981 0.092 -0.386 2.349
H 0.7806 1.0596 1.9534 -2.702 -0.222 -0.328
```
Positions in Å, forces in eV/Å.

---

Formula: B6H4
Source: the OMol25 dataset
Level of theory: ωB97M-V/def2-TZVPD

Results
LUMO level = -0.084 hartree
structure (SMILES) = B1BB1B1BB1
gap between HOMO and LUMO = 6.364 eV
E_HOMO = -8.6 eV

Geometry as XYZ:
```
10
Properties=species:S:1:pos:R:3:forces:R:3
B 0.1712 -0.5978 0.8403 3.100 -1.510 -2.187
B -1.1466 -1.2810 1.4014 0.007 -0.332 0.452
B 0.3210 0.9370 -1.5960 1.542 -3.172 -0.209
B 1.7918 0.5107 -0.9914 -1.015 2.588 0.643
B 0.4575 -0.3811 -0.7009 -1.897 0.373 0.796
B -1.0544 0.2683 1.3969 -3.230 0.063 0.616
H 2.4537 1.0921 -0.2445 1.643 -0.415 0.168
H -1.3346 -2.4046 1.7204 0.092 0.156 0.346
H 0.0623 0.7853 -2.7246 -0.638 0.939 -0.620
H -1.7219 1.0711 0.8985 0.397 1.310 -0.006
```
Positions in Å, forces in eV/Å.